Entry 1:
C2H3NOS | ωB97M-V with the def2-TZVPD basis set

The geometry in XYZ format:
```
8
C2H3NOS (ωB97M-V with the def2-TZVPD basis set)
C -0.62 1.17 1.65
C -0.06 -0.26 -0.24
N -0.18 0.46 0.69
O 0.81 -1.54 -2.57
S 1.33 -0.54 -1.26
H -1.26 2.02 1.33
H -0.65 1.11 2.66
H 0.64 -2.43 -2.27
```

Output
Charge: 0
Energy above the lowest of the compared OMol25 structures with the same formula, charge and spin in kcal/mol: 75.8
Orbital gap in eV: 8.59
E in Eh: -606.06663
HOMO energy in eV: -8.27
E_LUMO in eV: 0.32

Results of the Mulliken charge analysis, in e, for atoms 1 through 5: -0.367 -0.052 -0.026 -0.456 0.098



Entry 2:
C5H10 | ωB97M-V with the def2-TZVPD basis set

The geometry in XYZ format:
```
15
C5H10 (ωB97M-V with the def2-TZVPD basis set)
C 0.28 0.87 -1.39
C 0.52 1.18 0.15
C -0.37 0.31 1.08
C 0.04 -1.13 0.94
C -0.58 -2.00 0.07
H 0.62 1.78 -2.05
H 0.77 -0.08 -1.72
H -0.76 0.72 -1.64
H 1.65 0.96 0.33
H 0.30 2.32 0.38
H -0.45 0.67 2.12
H -1.39 0.51 0.67
H 1.03 -1.31 1.45
H -0.15 -2.98 0.00
H -1.50 -1.81 -0.39
```

Output
Charge: 0
Energy above the lowest of the compared OMol25 structures with the same formula, charge and spin in kcal/mol: 33.6
Orbital gap in eV: 10.78
E in Eh: -196.45480
HOMO energy in eV: -9.52
SMILES: C=CCCC
E_LUMO in eV: 1.26

Results of the Mulliken charge analysis, in e, for atoms 1 through 5: -1.044 -0.314 -0.634 -0.038 -0.803



Entry 3:
C38H19Cl2N9Ru | ωB97M-V with the def2-TZVPD basis set

The geometry in XYZ format:
```
69
C38H19Cl2N9Ru (ωB97M-V with the def2-TZVPD basis set)
Ru -0.01 0.01 -1.03
C 1.36 -6.27 0.32
C 0.11 -6.26 0.98
C -0.74 -5.18 0.88
C -0.34 -4.08 0.12
C -0.95 -2.85 -0.25
N -0.01 -2.04 -0.90
C 1.08 -2.76 -1.09
N 2.27 -2.38 -1.69
C 2.59 -1.16 -1.92
C 3.90 -0.71 -2.45
C 5.01 -1.42 -2.86
C 6.12 -0.70 -3.29
C 6.11 0.69 -3.29
C 4.99 1.40 -2.86
C 3.89 0.68 -2.45
C 2.56 1.10 -1.94
N 2.21 2.33 -1.75
C 1.01 2.77 -1.28
N -0.10 2.02 -0.99
C -1.06 2.79 -0.47
N -2.32 2.44 0.01
C -2.70 1.22 0.10
N -1.92 -0.02 -1.41
C -1.73 0.20 -0.19
N -3.58 -1.92 0.84
C -4.25 -0.71 0.76
C -5.62 -1.00 1.04
C -6.62 -0.07 0.98
C -6.35 1.27 0.68
C -5.05 1.61 0.42
C -4.00 0.68 0.44
C -0.60 4.16 -0.46
C -1.20 5.34 -0.05
C -0.47 6.51 -0.16
C 0.84 6.50 -0.67
C 1.45 5.32 -1.08
C 0.71 4.14 -0.97
N 1.84 -0.03 -1.70
C 0.92 -4.08 -0.50
C 1.77 -5.18 -0.43
H 2.00 -7.13 0.41
H -0.18 -7.12 1.57
H -1.71 -5.19 1.38
H 5.00 -2.50 -2.85
H 7.01 -1.22 -3.62
H 6.99 1.23 -3.62
H 4.97 2.48 -2.85
H -5.85 -2.02 1.30
H -7.64 -0.38 1.20
H -7.14 2.01 0.64
H -4.78 2.63 0.18
H -2.21 5.34 0.35
H -0.90 7.45 0.15
H 1.39 7.43 -0.74
H 2.46 5.31 -1.46
H 2.73 -5.16 -0.92
Cl 2.31 1.01 3.04
C 0.83 0.10 3.19
C 0.37 -0.19 4.44
C -0.79 -0.94 4.68
C -1.45 -1.42 3.57
C -0.97 -1.08 2.32
Cl -1.84 -1.90 0.90
C 0.17 -0.27 1.93
N 0.67 0.13 0.81
H 0.96 0.18 5.27
H -1.16 -1.12 5.68
H -2.35 -2.02 3.63
```

Output
Charge: -1
Energy above the lowest of the compared OMol25 structures with the same formula, charge and spin in kcal/mol: 273.1
Orbital gap (alpha / beta) in eV: 5.60 / 4.63
E in Eh: -2967.33414
HOMO energy (alpha / beta) in eV: -3.84 / -3.82
Spin multiplicity: 2
E_LUMO (alpha / beta) in eV: 1.76 / 0.81

Results of the Mulliken charge analysis, in e, for atoms 1 through 5: -0.284 -0.668 -0.411 -0.886 0.960



Entry 4:
C3H12N2OS | ωB97M-V with the def2-TZVPD basis set

The geometry in XYZ format:
```
19
C3H12N2OS (ωB97M-V with the def2-TZVPD basis set)
C 0.48 -0.53 0.01
C 1.02 -0.80 1.48
S 2.79 -0.53 1.49
N -0.93 -0.36 -0.11
C -1.38 -0.37 -1.47
N -0.77 0.75 -2.23
H 1.16 0.32 -0.30
H 0.88 -1.30 -0.76
H 0.93 -1.85 1.63
H 0.37 -0.36 2.17
H 2.63 0.57 2.30
H -1.45 -1.18 0.31
H -1.15 -1.30 -2.01
H -2.45 -0.32 -1.53
H 0.20 0.59 -2.46
H -1.15 0.72 -3.16
H -0.85 1.49 1.21
H -0.03 2.66 1.55
O -0.29 1.82 1.88
```

Output
Charge: 0
Energy above the lowest of the compared OMol25 structures with the same formula, charge and spin in kcal/mol: 29.5
Orbital gap in eV: 9.82
E in Eh: -704.39120
HOMO energy in eV: -8.95
SMILES: NCNCCS.O
E_LUMO in eV: 0.87

Results of the Mulliken charge analysis, in e, for atoms 1 through 5: -0.641 -0.792 -0.227 -0.271 -0.534



Entry 5:
C5H7BrN2 | ωB97M-V with the def2-TZVPD basis set

The geometry in XYZ format:
```
15
C5H7BrN2 (ωB97M-V with the def2-TZVPD basis set)
C 0.51 1.51 -0.97
C -2.48 -0.35 2.35
C 0.65 0.04 -1.11
C 0.39 -0.56 0.22
C 0.77 0.66 1.07
N 0.86 1.78 0.42
N -2.54 0.70 1.85
Br -1.35 2.22 -0.93
H 1.09 2.11 -1.74
H -0.03 -0.45 -1.74
H 1.57 -0.08 -1.56
H -0.68 -0.87 0.38
H 0.96 -1.47 0.42
H 0.78 0.64 2.17
H -2.37 1.71 1.75
```

Output
Charge: 0
Energy above the lowest of the compared OMol25 structures with the same formula, charge and spin in kcal/mol: 30.6
Orbital gap in eV: 10.60
E in Eh: -2878.16660
HOMO energy in eV: -10.06
E_LUMO in eV: 0.53

Results of the Mulliken charge analysis, in e, for atoms 1 through 5: 0.085 -0.235 -0.725 -0.292 -0.227



Entry 6:
C16H9Cl5N2O2PdS2 | ωB97M-V with the def2-TZVPD basis set

The geometry in XYZ format:
```
37
C16H9Cl5N2O2PdS2 (ωB97M-V with the def2-TZVPD basis set)
Pd -1.28 0.76 -0.87
O 3.78 -2.29 -2.06
C 4.20 -1.93 -0.84
C 5.55 -2.09 -0.51
C 6.02 -1.73 0.74
C 5.14 -1.20 1.69
C 3.80 -1.05 1.36
C 3.31 -1.41 0.12
C 1.85 -1.27 -0.25
O 1.51 -1.60 -1.43
N 1.09 -0.84 0.73
N -0.24 -0.65 0.39
C -1.03 -0.93 1.35
S -2.76 -0.65 1.23
C -3.12 -1.83 2.60
C -2.07 -1.61 3.67
S -0.43 -1.61 2.88
H 2.76 -2.05 -2.02
H 6.22 -2.50 -1.26
H 7.07 -1.85 0.98
H 5.50 -0.91 2.67
H 3.09 -0.65 2.08
H -3.08 -2.85 2.23
H -4.13 -1.61 2.96
H -2.08 -2.40 4.42
H -2.24 -0.65 4.17
Cl -4.44 0.31 -2.02
C -3.78 1.93 -2.17
C -2.46 2.15 -1.76
C -2.04 3.48 -1.97
Cl -0.41 3.91 -1.52
C -2.84 4.48 -2.51
Cl -2.25 6.10 -2.73
C -4.15 4.19 -2.89
Cl -5.17 5.42 -3.56
C -4.62 2.89 -2.71
Cl -6.25 2.52 -3.20
```

Output
Charge: -2
Orbital gap in eV: 4.43
E in Eh: -4100.35800
HOMO energy in eV: -0.14
E_LUMO in eV: 4.28

Results of the Mulliken charge analysis, in e, for atoms 1 through 5: -0.748 -0.728 0.080 -0.706 -0.235



> charge of number 3 (C38H19Cl2N9Ru)?

-1



Repeat the first record exactly.
C2H3NOS | ωB97M-V with the def2-TZVPD basis set

The geometry in XYZ format:
```
8
C2H3NOS (ωB97M-V with the def2-TZVPD basis set)
C -0.62 1.17 1.65
C -0.06 -0.26 -0.24
N -0.18 0.46 0.69
O 0.81 -1.54 -2.57
S 1.33 -0.54 -1.26
H -1.26 2.02 1.33
H -0.65 1.11 2.66
H 0.64 -2.43 -2.27
```

Output
Charge: 0
Energy above the lowest of the compared OMol25 structures with the same formula, charge and spin in kcal/mol: 75.8
Orbital gap in eV: 8.59
E in Eh: -606.06663
HOMO energy in eV: -8.27
E_LUMO in eV: 0.32

Results of the Mulliken charge analysis, in e, for atoms 1 through 5: -0.367 -0.052 -0.026 -0.456 0.098